#P
DFT (ωB97M-V with the def2-TZVPD basis set) results for an isolated molecule of C18H38O.

The calculation puts the HOMO energy at -9.92 eV. Its molar mass is 270.5 g/mol. As for the charge: 0. For the LUMO energy, the calculation gives 0.0368 Ha. As for the SMILES: CCCCCCCCCCCCCCCCCCO. The value obtained for the HOMO-LUMO gap is 10.923 eV.

CARTESIAN COORDINATES (ANGSTROEM)
C 4.16508 3.88235 5.47262
C 3.36293 2.70683 4.92718
C 4.21360 1.46057 4.67817
C 5.32647 1.63335 3.64166
C 4.85759 2.06945 2.25273
C 3.91423 1.06973 1.58758
C 3.57785 1.48335 0.15637
C 2.71347 0.46236 -0.58411
C 1.29345 0.35222 -0.03279
C 0.43129 -0.58682 -0.87313
C -0.99003 -0.70662 -0.32853
C -1.85065 -1.64303 -1.17344
C -3.27590 -1.74618 -0.63512
C -4.12379 -2.79955 -1.35096
C -4.32963 -2.56429 -2.84792
C -5.07609 -1.26808 -3.15645
C -5.37749 -1.08949 -4.64573
C -6.40216 -2.08187 -5.20261
O -5.91342 -3.39268 -5.36612
H 3.50206 4.70682 5.72613
H 4.70617 3.58978 6.37019
H 4.88304 4.23972 4.73905
H 2.58363 2.44676 5.64833
H 2.86306 3.00439 4.00405
H 3.55684 0.64573 4.36700
H 4.67574 1.16018 5.62244
H 6.04858 2.36440 4.01062
H 5.85202 0.67912 3.54871
H 5.74107 2.19310 1.62014
H 4.36764 3.04273 2.31466
H 4.38479 0.08342 1.57595
H 2.99477 0.99680 2.16815
H 4.51061 1.61714 -0.39799
H 3.06374 2.44763 0.17029
H 3.19524 -0.51733 -0.53935
H 2.65650 0.75223 -1.63663
H 0.83537 1.34424 -0.01678
H 1.32198 -0.01750 0.99354
H 0.89342 -1.57679 -0.89526
H 0.39358 -0.21870 -1.90151
H -0.95284 -1.07741 0.69870
H -1.45165 0.28371 -0.30386
H -1.39703 -2.63712 -1.18540
H -1.86864 -1.27306 -2.20005
H -3.76060 -0.77052 -0.70234
H -3.23052 -2.01118 0.42462
H -3.64975 -3.77555 -1.21955
H -5.10244 -2.84300 -0.86621
H -4.90301 -3.40241 -3.24615
H -3.36245 -2.55501 -3.35478
H -4.47912 -0.41521 -2.82685
H -6.01579 -1.25201 -2.59961
H -4.44917 -1.17654 -5.21870
H -5.77209 -0.08359 -4.80616
H -6.77740 -1.70441 -6.16671
H -7.24925 -2.17234 -4.51879
H -5.12491 -3.35981 -5.91926

Atom charges from the natural (NBO) analysis, given in e for atoms 1 to 8:
1. C -0.61
2. C -0.40
3. C -0.39
4. C -0.39
5. C -0.39
6. C -0.40
7. C -0.38
8. C -0.38

=====

#Q
DFT (ωB97M-V with the def2-TZVPD basis set) results for a structure of composition C18H38O.

The calculation puts the HOMO energy at -9.22 eV. Its molar mass is 270.5 g/mol. As for the charge: 0. For the LUMO energy, the calculation gives 0.0307 Ha. The value obtained for the HOMO-LUMO gap is 10.052 eV.

CARTESIAN COORDINATES (ANGSTROEM)
C 1.57682 7.54724 -0.33546
C 1.33747 6.80721 0.96172
C 0.35857 5.67089 0.91935
C 0.01836 5.14020 2.16439
C -1.06155 4.18554 1.93600
C -0.98866 3.05523 1.17699
C 0.06831 2.22437 1.61555
C 0.47153 0.81920 0.87666
C 0.81880 1.04725 -0.57577
C 0.98130 -0.34814 -1.35884
C -0.21581 -1.13070 -1.31040
C 0.17134 -2.34802 -2.22403
C -1.16475 -3.23632 -2.87317
C -2.05820 -3.74707 -1.38304
C -1.17852 -4.55879 -0.51169
C -0.87730 -5.79214 -1.03264
C -0.29500 -6.83588 -0.13846
C 0.98071 -6.24901 0.66128
O 1.77563 -7.37928 1.56918
H 0.94800 -7.54102 2.23774
H 0.92986 -5.34714 1.23926
H 1.71268 -5.92998 0.08375
H 0.04103 -7.78358 -0.34774
H -1.09934 -6.96014 0.87259
H 0.31649 -5.66556 -1.69450
H -1.54866 -6.46019 -1.57599
H -2.04102 -4.80296 0.18151
H -0.39797 -4.04699 0.10810
H -2.58033 -2.76268 -0.94795
H -2.97292 -4.32243 -1.88271
H -0.82740 -4.12704 -3.17280
H -1.73675 -2.58173 -3.35722
H 0.71460 -3.09848 -1.67650
H 0.53370 -2.12876 -3.34433
H -0.70796 -1.38312 -0.59612
H -0.98374 -0.64376 -1.85506
H 1.89371 -0.92338 -0.80351
H 1.17455 -0.08723 -2.18129
H 1.61646 1.63071 -0.57742
H -0.12596 1.63006 -0.92459
H -0.79034 0.21602 0.93948
H 0.91052 0.29874 1.52535
H 0.11744 1.99311 2.71550
H 1.12867 2.73301 1.42267
H -1.72851 2.47301 1.28574
H -0.77818 3.19247 0.13137
H -2.12748 4.64432 1.72244
H -1.42750 3.71209 3.02640
H 1.03091 4.66044 2.63865
H -0.27857 6.09668 3.01841
H 0.75047 5.05712 0.19364
H -0.54853 6.22007 0.46320
H 2.36673 6.35735 1.42533
H 0.84472 7.66797 1.62016
H 2.25504 8.28614 -0.28388
H 1.89056 6.80366 -0.89324
H 0.80595 8.05143 -0.87402

Atom charges from the natural (NBO) analysis, given in e for atoms 1 to 8:
1. C -0.61
2. C -0.34
3. C -0.45
4. C -0.38
5. C -0.37
6. C -0.47
7. C -0.35
8. C -0.26

=====

Pick #P: it beats the second-best structure by 1591.3 kJ/mol.

=====

#P
DFT (ωB97M-V with the def2-TZVPD basis set) results for an isolated molecule of C2H2ClNO2.

The calculation puts the HOMO energy at -10.72 eV. Its molar mass is 107.5 g/mol. As for the charge: 0. For the LUMO energy, the calculation gives -0.0282 Ha. As for the SMILES: O=[N+]([O-])/C=C/Cl. The value obtained for the HOMO-LUMO gap is 9.950 eV.

CARTESIAN COORDINATES (ANGSTROEM)
O -1.48088 1.22010 -0.08840
N -1.29266 0.01717 -0.02031
O -2.18286 -0.78290 0.11353
C 0.02306 -0.55744 -0.09559
C 1.03944 0.33361 0.08356
Cl 2.70889 -0.00519 0.01676
H 0.21184 -1.65860 -0.29770
H 0.97316 1.43325 0.28814

Taken from the natural (NBO) analysis, the atomic charges in e are:
1. O -0.38
2. N 0.51
3. O -0.36
4. C -0.18
5. C -0.16
6. Cl 0.05
7. H 0.26
8. H 0.26

=====

#Q
DFT (ωB97M-V with the def2-TZVPD basis set) results for an isolated molecule of C2H2ClNO2.

The calculation puts the HOMO energy at -10.40 eV. Its molar mass is 107.5 g/mol. As for the charge: 0. For the LUMO energy, the calculation gives -0.0391 Ha. As for the SMILES: O=[N+]([O-])/C=C/Cl. The value obtained for the HOMO-LUMO gap is 9.339 eV.

CARTESIAN COORDINATES (ANGSTROEM)
O -1.81651 1.22887 -0.07992
N -1.68684 0.01427 0.03832
O -2.62322 -0.78380 0.00420
C -0.36008 -0.59648 0.16005
C 0.65996 0.42622 -0.08720
Cl 2.28072 -0.08195 0.00597
H -0.39971 -1.66523 0.32411
H 0.38178 1.57587 -0.24685

Taken from the natural (NBO) analysis, the atomic charges in e are:
1. O -0.39
2. N 0.49
3. O -0.37
4. C -0.17
5. C -0.18
6. Cl 0.07
7. H 0.26
8. H 0.30

=====

#R
DFT (ωB97M-V with the def2-TZVPD basis set) results for a cluster of 2 separate species, C2H2ClNO2 in total.

The calculation puts the HOMO energy at -10.29 eV. Its molar mass is 107.5 g/mol. As for the charge: 0. For the LUMO energy, the calculation gives 0.0252 Ha. As for the SMILES: C#[N+][O-].O=CCl. The value obtained for the HOMO-LUMO gap is 10.981 eV.

CARTESIAN COORDINATES (ANGSTROEM)
C -1.32666 -0.58890 -0.86341
N -1.25322 -0.85101 0.27424
O -0.85914 -0.86712 1.40263
H -1.88181 -0.75830 -1.77332
O 1.14424 1.44048 0.00912
C 1.74058 0.54983 0.57683
Cl 2.47270 -0.82679 -0.19104
H 1.97561 0.52291 1.69699

Taken from the natural (NBO) analysis, the atomic charges in e are:
1. C -0.04
2. N 0.19
3. O -0.40
4. H 0.24
5. O -0.49
6. C 0.36
7. Cl -0.04
8. H 0.16

=====

Pick #R: it beats the second-best structure by 32.5 kJ/mol.

=====

#P
DFT (ωB97M-V with the def2-TZVPD basis set) results for an isolated molecule of H5NOSi.

The calculation puts the HOMO energy at -10.16 eV. Its molar mass is 63.1 g/mol. As for the charge: 0. For the LUMO energy, the calculation gives 0.0261 Ha. As for the SMILES: N[SiH2]O. The value obtained for the HOMO-LUMO gap is 10.870 eV.

CARTESIAN COORDINATES (ANGSTROEM)
N -1.35102 -0.49033 0.09112
Si 0.04117 0.43786 -0.11095
O 2.02329 -0.43420 0.23924
H -1.78245 -0.74173 -0.72873
H -1.30707 -1.38104 0.66758
H 0.13626 0.55238 -1.55038
H -0.04347 1.68638 0.68362
H 2.28328 0.37069 0.70851

Taken from the natural (NBO) analysis, the atomic charges in e are:
1. N -1.31
2. Si 1.49
3. O -1.02
4. H 0.39
5. H 0.41
6. H -0.22
7. H -0.20
8. H 0.44

=====

#Q
DFT (ωB97M-V with the def2-TZVPD basis set) results for a cluster of 2 separate species, H5NOSi in total.

The calculation puts the HOMO energy (spin up / spin down) at -10.23 / -9.94 eV. Its molar mass is 63.1 g/mol. As for the charge: 0. For the LUMO energy (spin up / spin down), the calculation gives -0.0328 / -0.0446 Ha. The value obtained for the HOMO-LUMO gap (spin up / spin down) is 9.342 / 8.725 eV.

CARTESIAN COORDINATES (ANGSTROEM)
N 1.11713 -0.23444 0.14428
O -1.61763 -0.36701 0.14561
Si -0.34468 0.62830 -0.02506
H 1.29270 -1.92052 -0.74923
H 1.99446 0.13184 -0.19126
H -1.55407 -1.11141 0.73525
H -0.17202 1.49487 1.15643
H -0.71588 1.37837 -1.21601

Taken from the natural (NBO) analysis, the atomic charges in e are:
1. N -1.12
2. O -1.09
3. Si 1.60
4. H 0.20
5. H 0.37
6. H 0.50
7. H -0.23
8. H -0.23

=====

Pick #P: it beats the second-best structure by 200.7 kJ/mol.

=====

#P
DFT (ωB97M-V with the def2-TZVPD basis set) results for an isolated molecule of CH2N4S.

The calculation puts the HOMO energy at -8.87 eV. Its molar mass is 102.1 g/mol. As for the charge: 0. For the LUMO energy, the calculation gives 0.0210 Ha. As for the SMILES: S=c1[nH]nn[nH]1. The value obtained for the HOMO-LUMO gap is 9.445 eV.

CARTESIAN COORDINATES (ANGSTROEM)
S 0.09015 1.86370 -0.66420
C -0.07162 0.34543 -0.09309
N -0.84357 -0.70305 -0.43152
N -0.41019 -1.89009 0.06239
N 0.44449 -1.65151 1.01629
N 0.68441 -0.24422 0.90132
H -1.51148 -0.71259 -1.19757
H 1.37287 0.24286 1.54402

Taken from the natural (NBO) analysis, the atomic charges in e are:
1. S -0.19
2. C 0.17
3. N -0.40
4. N -0.02
5. N -0.01
6. N -0.43
7. H 0.43
8. H 0.45

=====

#Q
DFT (ωB97M-V with the def2-TZVPD basis set) results for an isolated molecule of CH2N4S.

The calculation puts the HOMO energy at -9.81 eV. Its molar mass is 102.1 g/mol. As for the charge: 0. For the LUMO energy, the calculation gives 0.0164 Ha. As for the SMILES: Sc1nnn[nH]1. The value obtained for the HOMO-LUMO gap is 10.260 eV.

CARTESIAN COORDINATES (ANGSTROEM)
S 2.08564 0.00944 -0.02568
C 0.32928 -0.10081 -0.01018
N -0.40163 -1.21451 -0.01152
N -1.68526 -0.77890 -0.03386
N -1.78035 0.48944 -0.00633
N -0.52449 0.97308 -0.01876
H 2.23756 -1.33425 0.08657
H -0.26074 1.95650 0.01978

Taken from the natural (NBO) analysis, the atomic charges in e are:
1. S 0.05
2. C 0.17
3. N -0.32
4. N -0.05
5. N -0.05
6. N -0.39
7. H 0.18
8. H 0.43

=====

Pick #Q: it beats the second-best structure by 5.7 kJ/mol.